{"formula": "C29H56NO6P2PtSi", "method": "ωB97M-V with the def2-TZVPD basis set", "symbols": ["C", "C", "N", "C", "C", "C", "C", "P", "Pt", "P", "C", "C", "C", "C", "C", "C", "C", "O", "O", "H", "H", "H", "C", "C", "H", "H", "H", "H", "C", "C", "H", "H", "H", "H", "H", "H", "H", "H", "H", "H", "H", "H", "H", "H", "H", "H", "H", "H", "H", "H", "H", "H", "C", "C", "C", "C", "O", "Si", "O", "O", "C", "C", "C", "C", "O", "C", "C", "C", "C", "H", "H", "H", "H", "H", "H", "H", "H", "H", "H", "H", "H", "H", "H", "H", "H", "H", "H", "H", "H", "H", "H", "H", "H", "H", "H", "H"], "positions_angstrom": [[-0.950705, 3.166499, -2.781736], [-0.954249, 2.020433, -1.956731], [0.186827, 1.629092, -1.326592], [1.280919, 2.394565, -1.325640], [1.351578, 3.480024, -2.211333], [0.218321, 3.881524, -2.911690], [-2.130561, 1.129270, -1.840981], [-2.150344, 0.017796, -0.402026], [0.071888, -0.167982, -0.012157], [2.326309, 0.168174, -0.021351], [2.493394, 1.914428, -0.540023], [0.034578, -1.697242, 1.406108], [-0.451093, -1.470357, 2.712814], [-0.458371, -2.516596, 3.662809], [0.047412, -3.767988, 3.274375], [0.570894, -3.979607, 1.989458], [0.547484, -2.941016, 1.067842], [-1.877244, -0.406624, -3.778642], [0.402753, -0.759060, -3.227355], [-1.846265, 3.410532, -3.380414], [2.318002, 3.959063, -2.313161], [0.284137, 4.758625, -3.568859], [-3.163011, 0.776944, 0.876054], [-2.967033, -1.533049, -0.876394], [3.373605, 2.021861, -1.183148], [2.629692, 2.542358, 0.357666], [-2.047775, 0.266956, -2.841650], [-3.052442, 1.759590, -1.821047], [3.047128, -0.025481, 1.598744], [3.233092, -0.882530, -1.160180], [-0.765585, -0.475914, 2.966545], [-0.868826, -2.327722, 4.663372], [0.032615, -4.574119, 4.003226], [0.986456, -4.958965, 1.711785], [0.926715, -3.083548, 0.049118], [0.802424, -0.774337, -2.331530], [0.582652, -1.634328, -3.613425], [-0.720093, -0.590691, -3.674525], [-2.304884, 0.100055, -4.478919], [-0.068049, -1.389922, -1.151700], [-4.005041, 1.314215, 0.398434], [-3.573842, 0.012187, 1.562089], [-2.558771, 1.489349, 1.455459], [-4.060607, -1.411273, -0.855185], [-2.647908, -1.816581, -1.889461], [-2.659051, -2.303650, -0.152826], [4.269663, -0.544049, -1.247795], [3.227791, -1.906635, -0.777178], [2.747533, -0.875334, -2.138769], [4.062589, 0.395295, 1.611833], [2.408937, 0.470118, 2.343948], [3.084940, -1.090898, 1.854123], [-1.389194, 1.507293, 6.018050], [-2.262708, 1.855401, 4.829206], [-3.091128, 0.638850, 4.441795], [-3.207549, 2.977514, 5.244116], [-1.492449, 2.300739, 3.687445], [0.024298, 2.183128, 3.060650], [-0.021248, 1.423042, 1.680002], [0.687647, 3.677352, 2.881888], [0.402635, 5.074036, 3.156449], [0.017137, 5.750502, 1.841976], [-0.730667, 5.282354, 4.160857], [1.699906, 5.662875, 3.714513], [0.942607, 1.359765, 4.155731], [2.141580, 1.377674, 4.977308], [2.495169, -0.098498, 5.149631], [3.280253, 2.164231, 4.340051], [1.913134, 1.970294, 6.362496], [-2.004106, 1.192363, 6.877275], [-0.809106, 2.379600, 6.349205], [-0.750691, 0.653035, 5.774083], [-3.814947, 0.885311, 3.654623], [-2.451993, -0.215373, 4.176784], [-3.702610, 0.317020, 5.292824], [-2.681194, 3.873322, 5.593561], [-3.911306, 3.254852, 4.450541], [-3.828898, 2.672432, 6.092665], [-0.953498, 5.402762, 1.465230], [-0.084521, 6.828492, 1.992666], [0.787893, 5.642463, 1.073242], [-0.514517, 4.748152, 5.095203], [-0.834169, 6.356122, 4.402662], [-1.685843, 4.950260, 3.734100], [1.960835, 5.184543, 4.669691], [2.521050, 5.545227, 2.996086], [1.597300, 6.739772, 3.902343], [2.742978, -0.554447, 4.184515], [3.387260, -0.244251, 5.766468], [1.660342, -0.649041, 5.612238], [3.017566, 3.224872, 4.225858], [4.173703, 2.124893, 4.982907], [3.594422, 1.717309, 3.390564], [1.697468, 3.047933, 6.331233], [1.153886, 1.428417, 6.937239], [2.828994, 1.869857, 6.958152]], "forces_ev_per_a": [[-1.43, -1.38, 0.21], [-2.47, 0.18, -1.22], [0.43, -2.54, 1.78], [1.17, 0.50, -0.55], [0.42, -0.74, 1.13], [0.84, 2.29, -1.54], [0.13, 2.66, 1.80], [0.03, 0.01, -0.07], [-0.22, -0.76, 1.06], [-0.69, 0.17, 0.37], [-0.26, 0.44, -0.30], [-0.03, 2.22, -1.11], [0.04, -1.31, 1.80], [-0.23, 1.18, -0.98], [-0.34, 0.33, 0.84], [0.31, 0.18, -1.22], [0.62, -2.21, 0.09], [0.24, -0.84, -0.49], [1.43, -0.81, -2.31], [0.52, -0.09, 0.60], [-0.15, 0.23, -0.10], [-0.13, -0.52, 0.35], [-0.58, 0.25, 0.26], [-0.21, 0.01, -0.09], [0.09, 0.04, 0.23], [-0.07, -0.31, -0.15], [-0.07, 0.03, -0.27], [0.37, -0.69, -0.70], [0.53, 0.03, 0.30], [0.46, -0.04, -0.11], [-0.11, 0.24, 0.08], [0.28, -0.27, -0.45], [0.08, 0.02, -0.17], [-0.24, 0.50, 0.21], [-0.15, -0.07, 0.36], [-1.04, 0.09, 0.59], [0.33, 0.14, 0.19], [-1.54, 0.99, 0.36], [0.46, -0.13, -0.35], [0.32, -0.18, 0.11], [0.29, -0.28, 0.23], [0.28, 0.29, -0.38], [-0.03, -0.20, -0.15], [0.30, -0.08, -0.02], [-0.09, -0.01, 0.42], [-0.18, 0.23, -0.29], [-0.05, -0.10, -0.13], [-0.04, 0.10, -0.03], [0.30, 0.08, 0.07], [-0.18, -0.16, 0.15], [0.07, -0.03, -0.44], [0.05, 0.13, -0.15], [0.03, -0.25, 0.47], [0.03, 0.36, -0.12], [-0.36, -0.23, 0.12], [-0.43, 0.42, 0.20], [-0.71, -0.17, 0.60], [0.28, 0.43, 0.21], [0.12, 0.01, -0.21], [-0.27, 0.69, 0.23], [0.15, -0.32, -0.19], [0.01, 0.38, -0.13], [-0.08, 0.08, 0.02], [0.05, 0.24, -0.02], [0.82, -0.14, 0.60], [-0.40, -0.16, -0.08], [0.32, -0.34, -0.10], [0.46, 0.02, -0.11], [-0.10, 0.14, 0.55], [-0.02, 0.19, -0.34], [0.02, -0.37, -0.24], [0.19, 0.34, 0.07], [0.40, -0.13, -0.05], [-0.23, 0.27, -0.18], [0.17, 0.07, 0.02], [0.05, -0.21, -0.31], [0.30, 0.01, -0.06], [0.11, -0.23, -0.08], [0.31, -0.18, 0.05], [-0.04, 0.01, 0.15], [-0.09, -0.30, 0.08], [-0.16, 0.03, -0.19], [0.16, -0.41, -0.15], [0.27, -0.08, 0.25], [-0.03, 0.06, -0.30], [-0.13, -0.15, 0.19], [-0.09, -0.21, -0.02], [-0.27, 0.02, 0.13], [-0.13, 0.18, 0.12], [0.24, 0.22, -0.21], [-0.01, -0.42, -0.22], [-0.33, -0.05, -0.02], [-0.20, 0.40, 0.09], [-0.22, -0.31, -0.08], [-0.04, 0.25, -0.29], [0.01, 0.00, -0.26]], "mulliken_charge": [-0.725, 0.790, 0.306, 0.371, -0.481, -1.120, -1.167, 0.487, 1.535, 0.173, -1.246, -0.809, 1.452, -0.209, -0.607, -0.693, 0.045, -0.680, -0.604, 0.493, 0.545, 0.382, -0.904, -1.204, 0.715, 0.353, -0.019, 0.677, -0.679, -1.191, -0.470, 0.506, 0.423, 0.427, 0.368, -0.484, 0.410, 0.540, 0.327, 0.058, 0.581, 0.389, -0.097, 0.446, 0.375, 0.301, 0.463, 0.423, 0.250, 0.735, -0.827, 0.458, -1.342, 1.936, -1.269, -1.903, -0.106, -3.268, 0.890, -0.046, 1.780, -1.776, -1.332, -1.685, 1.596, 1.657, -1.273, -0.751, -1.842, 0.584, 0.287, 0.030, 0.257, -0.033, 0.520, 0.352, 0.363, 0.427, 0.333, 0.460, 0.299, 0.206, 0.562, 0.235, 0.268, 0.312, 0.446, 0.039, 0.412, 0.267, -0.044, 0.517, -0.088, 0.232, 0.343, 0.559], "homo_ev": [-7.22, -10.87], "e_lumo_ev": [-2.1, -6.3], "total_charge": 1, "multiplicity": 5, "orbital_gap_ha": [0.187, 0.168]}

{"formula": "C29H57N2O2PSi4SnTe", "method": "ωB97M-V with the def2-TZVPD basis set", "symbols": ["Sn", "O", "C", "O", "C", "C", "C", "C", "C", "N", "H", "H", "H", "H", "N", "H", "H", "H", "C", "C", "C", "C", "P", "C", "C", "C", "C", "C", "C", "C", "C", "C", "C", "H", "H", "H", "H", "H", "H", "H", "H", "H", "H", "H", "H", "H", "H", "H", "H", "H", "H", "H", "H", "H", "H", "H", "C", "Si", "C", "C", "Si", "Te", "Si", "C", "C", "C", "Si", "C", "C", "C", "H", "H", "H", "H", "H", "H", "H", "H", "H", "H", "H", "H", "H", "H", "H", "H", "H", "H", "H", "H", "H", "H", "H", "H", "H", "H", "H"], "positions_angstrom": [[1.557924, 2.056436, -0.766281], [4.985311, 1.120010, 1.289335], [3.963205, 1.665662, 0.952779], [3.613901, 1.981597, -0.266495], [2.905787, 2.007785, 1.991000], [3.206552, 2.030179, 3.337898], [2.212993, 2.395509, 4.234453], [0.950047, 2.711385, 3.752903], [0.717452, 2.644875, 2.392585], [1.680373, 2.301332, 1.528241], [4.209467, 1.772207, 3.648234], [2.421570, 2.440384, 5.295271], [0.150925, 3.009304, 4.417256], [-0.248934, 2.881564, 1.967736], [2.047840, 4.399489, -0.781033], [2.422332, 4.672537, 0.123889], [1.297980, 5.043156, -1.018836], [2.798325, 4.542062, -1.454021], [-1.590706, 1.653061, -3.145771], [-2.101355, 2.797413, -2.260847], [-3.577241, 3.067728, -2.554034], [-1.298949, 4.061174, -2.607411], [-1.707047, 2.463140, -0.455711], [-2.625167, 3.754439, 0.441177], [-4.007516, 3.757905, 0.642242], [-4.620767, 4.800429, 1.317859], [-3.865962, 5.865192, 1.795531], [-2.493818, 5.881364, 1.599946], [-1.882104, 4.827940, 0.933912], [-2.440155, 0.810429, 0.083361], [-2.655979, 0.858489, 1.600511], [-3.753714, 0.374075, -0.571589], [-1.355490, -0.249273, -0.191928], [-1.692477, 1.946231, -4.193825], [-2.157620, 0.732455, -3.012488], [-0.533286, 1.439448, -2.969124], [-3.693666, 3.273977, -3.621380], [-3.940298, 3.939235, -2.009381], [-4.216623, 2.217032, -2.312219], [-1.505639, 4.351129, -3.640027], [-0.221597, 3.883406, -2.530235], [-1.570076, 4.903492, -1.966362], [-4.618409, 2.948257, 0.262430], [-5.692859, 4.787695, 1.465546], [-4.349360, 6.680097, 2.318359], [-1.901273, 6.709357, 1.967518], [-0.805664, 4.841817, 0.791425], [-3.473568, 1.523332, 1.878492], [-1.760019, 1.179115, 2.135748], [-2.907995, -0.145521, 1.953509], [-4.564448, 1.077446, -0.381211], [-4.057194, -0.587222, -0.144308], [-3.668638, 0.241770, -1.648931], [-0.486854, -0.076088, 0.448153], [-1.023217, -0.258962, -1.233180], [-1.758192, -1.245679, 0.054391], [-1.564892, -3.270132, 2.137423], [0.105571, -4.031839, 1.768781], [1.384758, -3.581565, 3.050963], [-0.035366, -5.865995, 1.443761], [0.789740, -3.060226, -0.308276], [2.415869, -1.243878, -0.219281], [4.453297, -2.876405, -0.115479], [5.430983, -2.476420, -1.636778], [3.678559, -4.580541, -0.170498], [5.288384, -2.469398, 1.484304], [-0.162074, -3.526643, -2.451614], [0.557567, -2.286172, -3.642590], [0.320128, -5.292837, -2.827614], [-2.010851, -3.341744, -2.229867], [-2.019478, -3.825357, 2.963091], [-2.253122, -3.326273, 1.290799], [-1.476222, -2.227523, 2.449069], [1.014874, -3.852432, 4.043668], [1.594977, -2.509714, 3.049104], [2.326351, -4.112724, 2.898889], [-0.319188, -6.369290, 2.372794], [0.899070, -6.315268, 1.101141], [-0.812391, -6.082851, 0.706688], [4.848749, -2.628137, -2.546691], [6.304423, -3.135352, -1.678505], [5.789256, -1.445654, -1.619647], [3.108024, -4.732343, -1.094158], [3.036048, -4.753085, 0.697288], [4.449647, -5.357224, -0.152583], [5.565205, -1.413513, 1.523716], [6.200208, -3.067684, 1.582435], [4.642330, -2.688877, 2.336347], [1.635757, -2.416128, -3.756359], [0.378040, -1.259454, -3.313712], [0.099205, -2.409811, -4.627640], [1.396728, -5.415325, -2.960202], [-0.156235, -5.591230, -3.766173], [-0.015395, -5.988131, -2.055175], [-2.300779, -2.315894, -1.990494], [-2.402107, -4.003769, -1.454073], [-2.503721, -3.613917, -3.167928]], "forces_ev_per_a": [[0.07, 0.37, -0.04], [-0.02, 0.08, 0.00], [-0.11, -0.17, -0.12], [-0.06, -0.03, 0.09], [0.02, 0.04, -0.01], [-0.01, 0.00, 0.04], [0.01, -0.01, -0.01], [-0.01, -0.01, 0.00], [-0.03, -0.03, -0.02], [0.06, 0.02, -0.04], [-0.01, 0.01, 0.00], [0.00, 0.00, -0.01], [0.01, 0.00, -0.01], [0.00, -0.02, 0.01], [0.00, -0.10, 0.02], [-0.01, 0.02, 0.01], [-0.03, -0.02, 0.00], [0.00, 0.00, 0.00], [0.01, 0.03, 0.01], [0.00, 0.03, -0.01], [-0.07, -0.05, -0.01], [-0.05, 0.02, 0.00], [0.06, -0.14, 0.02], [0.01, 0.04, -0.01], [-0.04, 0.01, -0.02], [0.00, 0.01, 0.00], [0.00, 0.00, 0.01], [-0.01, 0.01, 0.02], [-0.02, 0.01, 0.01], [-0.03, 0.00, -0.01], [-0.05, -0.01, 0.04], [-0.02, -0.04, 0.00], [-0.11, -0.10, 0.04], [0.00, -0.01, 0.02], [-0.01, -0.01, 0.01], [-0.01, -0.02, 0.00], [0.00, 0.00, 0.01], [0.01, -0.01, -0.02], [0.07, 0.13, -0.06], [0.00, 0.00, 0.01], [0.00, 0.00, 0.00], [0.01, -0.02, -0.01], [0.04, 0.10, 0.04], [0.02, 0.00, 0.00], [0.01, -0.01, -0.01], [-0.01, -0.01, -0.01], [0.00, 0.01, -0.01], [0.06, -0.05, 0.00], [0.03, 0.02, 0.00], [0.00, 0.00, 0.00], [0.05, -0.09, -0.02], [0.01, 0.02, 0.00], [0.02, -0.02, 0.01], [0.06, 0.03, 0.02], [-0.01, 0.00, -0.01], [0.07, 0.16, -0.04], [0.01, 0.05, -0.04], [0.14, -0.14, -0.02], [-0.04, -0.02, -0.02], [-0.03, 0.02, 0.05], [-0.07, 0.14, 0.07], [0.01, -0.23, -0.06], [0.08, -0.02, 0.10], [-0.04, 0.01, 0.03], [-0.01, 0.02, -0.03], [0.01, -0.05, -0.01], [0.00, -0.01, 0.01], [-0.02, -0.02, 0.01], [-0.01, 0.02, -0.01], [-0.01, 0.02, -0.02], [0.03, 0.00, -0.01], [0.02, -0.02, 0.03], [0.01, -0.01, -0.03], [0.01, 0.00, -0.02], [-0.02, -0.02, 0.00], [-0.02, 0.00, -0.01], [0.01, 0.00, -0.03], [-0.02, 0.04, 0.01], [0.03, 0.01, 0.01], [0.01, 0.00, 0.01], [-0.02, 0.02, 0.01], [-0.02, -0.02, 0.02], [0.00, 0.01, 0.03], [-0.01, -0.01, -0.01], [0.00, 0.04, 0.01], [-0.01, -0.02, -0.03], [-0.03, 0.02, 0.00], [0.02, 0.00, -0.02], [-0.03, 0.00, 0.02], [-0.01, -0.02, -0.01], [0.01, 0.00, 0.02], [-0.02, 0.02, 0.01], [0.01, 0.00, 0.02], [0.01, 0.03, -0.02], [0.02, -0.07, -0.03], [0.01, 0.01, -0.01], [0.01, 0.00, 0.02]], "mulliken_charge": [1.147, -0.608, 0.058, -0.662, 0.779, -0.683, -0.512, -1.199, -0.735, 0.422, 0.633, 0.472, 0.544, 0.934, -0.585, 0.273, 0.278, 0.327, -1.625, 2.115, -1.687, -1.464, 0.449, 0.561, -0.483, -0.836, -0.762, -0.733, -0.234, 2.389, -1.839, -1.968, -1.538, 0.660, 0.206, 0.106, 0.539, 0.370, 0.291, 0.591, 0.002, 0.320, 0.225, 0.487, 0.417, 0.471, 0.193, 0.418, 0.312, 0.492, 0.227, 0.528, 0.378, -0.047, 0.161, 0.168, -0.942, 0.409, -1.055, -1.085, -0.041, 0.000, 0.303, -1.060, -0.794, -0.925, 0.584, -0.796, -1.124, -0.664, 0.554, 0.313, 0.137, 0.474, 0.291, 0.291, 0.405, 0.383, 0.323, 0.315, 0.402, 0.349, 0.134, -0.029, 0.511, 0.302, 0.424, 0.252, 0.300, 0.065, 0.397, 0.345, 0.410, 0.331, -0.025, 0.328, 0.464], "homo_ev": -12.93, "e_lumo_ev": -6.9, "total_charge": 2, "orbital_gap_ha": 0.222, "relative_energy_kj_mol": 160.4}

Computed max |F| (eV/A) in order:
3.216; 0.377